[1]
Computed, not measured: a molecular structure, C14H18BClN8O4RuS2, with wB97M-V/def2-TZVPD.

The molecular weight is 573.8 g/mol. As for the total energy: -72347.13949 eV. The value obtained for the energy above the lowest of the compared OMol25 structures with the same formula, charge and spin is 598.9 kJ/mol. Its total charge is +2. The value obtained for the frontier orbital gap (alpha / beta) is 6.63 / 6.62 eV.

Each line ends with the Mulliken charge.
Positions of all 49 atoms, in Å:
Ru: -1.434 0.691 -0.151  0.837
C: 1.924 0.952 -3.754  -0.866
N: 1.992 -0.080 -2.726  0.152
C: 3.125 -0.778 -2.385  -0.438
C: 2.767 -1.645 -1.414  -0.564
N: 1.417 -1.505 -1.181  0.200
B: 0.602 -2.408 -0.213  0.384
N: -0.428 -0.697 1.121  -0.321
C: 2.565 0.616 2.262  -0.110
C: 3.560 -0.018 2.863  -0.462
N: 3.385 -1.001 3.894  0.011
C: 4.276 -0.940 5.083  -0.906
C: 2.534 -1.939 3.767  0.836
S: 1.550 -3.053 3.547  -0.082
C: 0.962 -0.548 -1.989  0.083
S: -0.650 0.033 -2.217  -0.393
H: 2.926 1.335 -3.921  0.329
H: 1.273 1.754 -3.417  0.348
H: 1.534 0.538 -4.682  0.327
H: 4.068 -0.602 -2.871  0.491
H: 3.347 -2.384 -0.891  0.521
H: 1.259 -3.381 0.038  -0.236
H: -0.485 -2.612 -0.686  -0.161
H: 2.765 1.359 1.499  0.486
H: 4.589 0.208 2.627  0.383
H: 5.305 -1.059 4.749  0.358
H: 4.011 -1.743 5.764  0.354
H: 4.137 0.025 5.562  0.354
N: -5.227 -0.456 -1.080  -0.136
C: -4.879 -1.703 -0.610  -0.742
C: -3.586 -1.616 -0.197  -0.442
N: -3.160 -0.329 -0.400  0.187
C: -4.163 0.347 -0.943  0.140
C: -3.876 1.723 -1.292  0.306
N: -2.637 2.131 -1.047  0.094
C: -2.549 3.430 -1.478  -0.585
C: -3.757 3.804 -1.978  -0.495
N: -4.584 2.711 -1.857  -0.145
H: -6.125 -0.212 -1.464  0.196
H: -5.570 -2.528 -0.618  0.412
H: -2.939 -2.372 0.211  0.519
H: -1.641 4.000 -1.395  0.462
H: -4.098 4.732 -2.402  0.414
H: -5.551 2.682 -2.140  0.198
O: 1.279 0.486 2.681  -0.572
Cl: 0.018 0.747 1.569  1.784
O: 0.469 -1.725 1.144  -0.227
O: -0.917 1.378 2.430  -0.652
O: 0.617 1.653 0.586  -0.631



[2]
Computed, not measured: a single C9H16OSi molecule, with wB97M-V/def2-TZVPD.

Its structure (SMILES) is C=C1CC([Si](C)(C)C)=C(C)O1. The molecular weight is 168.3 g/mol. As for the total energy: -19516.10077 eV. The value obtained for the energy above the lowest of the compared OMol25 structures with the same formula, charge and spin is 29.0 kJ/mol. Its total charge is 0. The value obtained for the frontier orbital gap is 8.92 eV.

Each line ends with the Mulliken charge.
Positions of all 27 atoms, in Å:
C: -4.350 0.911 -0.490  -1.269
C: -3.110 0.486 -0.271  0.556
C: -1.789 1.207 -0.019  -0.621
C: -0.756 0.065 0.083  0.313
Si: 1.111 0.174 0.207  0.022
C: 1.498 2.084 0.283  -1.006
C: 1.990 -0.383 -1.335  -0.959
C: 1.689 -0.769 1.709  -0.977
C: -1.489 -1.063 -0.043  0.574
C: -1.080 -2.452 -0.020  -1.188
O: -2.839 -0.881 -0.283  -0.428
H: -5.153 0.313 -0.713  0.353
H: -4.695 1.879 -0.355  0.312
H: -1.752 1.898 -0.791  0.350
H: -1.829 1.882 0.795  0.391
H: 0.710 2.602 0.965  0.254
H: 2.468 2.436 0.719  0.321
H: 1.131 2.377 -0.733  0.253
H: 1.696 -1.397 -1.380  0.304
H: 1.491 0.123 -2.112  0.355
H: 3.146 -0.254 -1.429  0.275
H: 1.111 -0.565 2.500  0.423
H: 1.514 -1.792 1.451  0.295
H: 2.834 -0.570 1.890  0.235
H: -1.148 -2.875 1.061  0.246
H: -0.063 -2.650 -0.402  0.310
H: -1.901 -3.155 -0.479  0.306



[3]
Computed, not measured: 9 unconnected molecules or ions with the total composition C23H55ClNO11P, with wB97M-V/def2-TZVPD.

Its structure (SMILES) is O=CO[C@H](c1ccccn1)P(O)Cl.CCO.CCO.CCO.CCO.CCO.CCO.CCO.CCO. The molecular weight is 588.1 g/mol. As for the total energy: -70565.19417 eV. Its total charge is 0. The value obtained for the frontier orbital gap is 9.17 eV.

Each line ends with the Mulliken charge.
Positions of all 92 atoms, in Å:
O: -1.625 -2.474 0.030  -0.503
C: -1.534 -2.138 1.185  0.066
O: -2.083 -1.036 1.737  -0.274
C: -2.420 -0.031 0.777  0.085
C: -1.221 0.860 0.444  0.156
C: -1.478 1.976 -0.317  -0.513
C: -0.408 2.806 -0.596  -0.735
C: 0.796 2.396 -0.097  -0.024
C: 0.968 1.245 0.622  -0.627
N: -0.063 0.459 0.915  -0.255
P: -3.696 1.132 1.575  0.177
O: -2.771 2.022 2.613  -0.494
Cl: -4.892 0.009 2.819  -0.244
H: -0.989 -2.779 1.894  0.373
H: -2.913 -0.415 -0.117  0.526
H: -2.473 2.215 -0.667  0.514
H: -0.519 3.716 -1.167  0.441
H: 1.669 3.011 -0.292  0.389
H: 1.963 1.003 0.965  0.419
H: -2.622 2.888 2.220  0.380
C: -7.887 -1.746 -0.018  -0.939
C: -7.135 -0.790 -0.922  -0.191
O: -5.723 -0.951 -0.776  -0.419
H: -7.611 -1.582 1.025  0.244
H: -8.962 -1.614 -0.124  0.268
H: -7.636 -2.783 -0.257  0.333
H: -7.370 0.242 -0.669  0.272
H: -7.405 -0.958 -1.969  0.183
H: -5.505 -1.858 -1.008  0.266
C: 5.417 -1.385 -0.741  -0.933
C: 4.460 -0.529 0.065  -0.128
O: 3.599 0.225 -0.787  -0.473
H: 6.024 -0.764 -1.400  0.297
H: 6.080 -1.955 -0.087  0.363
H: 4.867 -2.084 -1.375  0.069
H: 5.008 0.183 0.681  0.322
H: 3.847 -1.156 0.722  0.202
H: 3.102 -0.400 -1.325  0.276
C: 4.680 5.030 -1.671  -1.077
C: 3.667 5.728 -0.784  -0.143
O: 3.246 4.860 0.271  -0.494
H: 4.251 4.120 -2.094  0.358
H: 5.002 5.680 -2.485  0.318
H: 5.559 4.733 -1.093  0.313
H: 2.782 6.004 -1.356  0.305
H: 4.094 6.637 -0.351  0.163
H: 4.025 4.624 0.782  0.271
C: -12.461 -0.825 -3.110  -1.061
C: -11.188 -1.473 -2.597  -0.234
O: -10.404 -0.545 -1.850  -0.460
H: -12.223 0.034 -3.738  0.276
H: -13.055 -1.532 -3.691  0.339
H: -13.070 -0.459 -2.279  0.329
H: -10.574 -1.818 -3.427  0.287
H: -11.424 -2.333 -1.961  0.267
H: -10.937 -0.244 -1.108  0.264
C: 3.833 -5.037 -2.804  -0.745
C: 4.596 -4.140 -3.761  -0.314
O: 6.003 -4.330 -3.618  -0.521
H: 4.122 -4.832 -1.775  0.155
H: 2.756 -4.888 -2.902  0.312
H: 4.059 -6.089 -2.998  0.329
H: 4.382 -3.093 -3.550  0.232
H: 4.314 -4.345 -4.800  0.316
H: 6.192 -5.251 -3.814  0.303
C: 3.014 -5.367 2.520  -1.046
C: 3.021 -5.961 1.124  -0.290
O: 3.945 -5.277 0.279  -0.462
H: 2.751 -4.309 2.482  0.225
H: 2.298 -5.884 3.162  0.335
H: 4.004 -5.438 2.976  0.378
H: 2.037 -5.870 0.665  0.294
H: 3.289 -7.022 1.159  0.275
H: 4.819 -5.362 0.673  0.234
C: 7.310 9.470 0.139  -1.112
C: 6.952 8.209 -0.625  -0.122
O: 5.883 8.446 -1.538  -0.504
H: 6.443 9.841 0.687  0.299
H: 8.120 9.284 0.845  0.322
H: 7.620 10.261 -0.547  0.325
H: 6.623 7.428 0.060  0.248
H: 7.819 7.838 -1.181  0.278
H: 6.171 9.127 -2.154  0.277
C: -1.409 -1.929 5.784  -0.973
C: -1.693 -3.174 4.964  -0.066
O: -2.771 -2.957 4.063  -0.476
H: -2.296 -1.635 6.346  0.259
H: -0.588 -2.098 6.484  0.350
H: -1.146 -1.091 5.134  0.277
H: -1.975 -4.004 5.612  0.314
H: -0.803 -3.469 4.393  0.113
H: -2.527 -2.228 3.481  0.292



[4]
Computed, not measured: 8 unconnected molecules or ions with the total composition C9H34N8O8, with wB97M-V/def2-TZVPD.

Its structure (SMILES) is NC(N)=O.NC(N)=O.NC(N)=O.NC(N)=O.CCO.CO.CO.CO. The molecular weight is 382.4 g/mol. As for the total energy: -38182.80672 eV. The value obtained for the energy above the lowest of the compared OMol25 structures with the same formula, charge and spin is 525.9 kJ/mol. Its total charge is 0. The value obtained for the frontier orbital gap is 8.88 eV.

Each line ends with the Mulliken charge.
Positions of all 59 atoms, in Å:
N: -0.981 -2.173 -1.493  0.074
C: -1.318 -2.147 -2.743  0.644
N: -1.674 -3.364 -3.122  -0.460
O: -1.243 -1.030 -3.611  -0.707
H: -0.439 -1.453 -0.987  -0.188
H: -0.981 -3.029 -0.928  0.272
H: -2.099 -3.356 -4.108  0.326
H: -1.894 -4.128 -2.520  0.196
N: 3.176 2.109 -0.789  -0.405
C: 1.913 2.238 -0.548  0.586
N: 1.069 1.612 -1.374  -0.322
O: 1.472 3.029 0.567  -0.712
H: 3.704 2.594 -0.024  0.290
H: 3.506 1.200 -1.161  0.374
H: 0.112 1.794 -1.344  0.193
H: 1.280 1.283 -2.303  0.174
N: -3.724 1.440 -0.240  -0.251
C: -2.695 0.707 -0.411  0.200
N: -2.974 -0.506 -0.824  -0.524
O: -1.424 1.120 -0.066  -0.487
H: -3.568 2.358 0.221  0.279
H: -4.705 1.124 -0.392  0.228
H: -2.150 -1.115 -1.138  0.471
H: -3.723 -0.664 -1.466  0.283
N: -1.319 3.085 1.662  0.055
C: -2.164 3.409 2.612  0.511
N: -1.857 4.665 2.974  -0.428
O: -3.280 2.588 2.956  -0.667
H: -1.390 2.179 1.118  -0.194
H: -0.543 3.695 1.327  0.241
H: -2.409 5.151 3.741  0.278
H: -0.871 5.021 2.787  0.211
C: 0.942 0.304 2.254  -0.946
C: 1.402 -0.842 1.376  -0.120
O: 0.667 -0.849 0.217  -0.538
H: 0.586 1.253 1.806  0.207
H: 1.732 0.549 3.030  0.347
H: 0.063 -0.122 2.757  0.233
H: 1.388 -1.773 1.858  0.560
H: 2.437 -0.692 1.026  -0.043
H: 0.702 0.067 -0.096  -0.261
C: 2.205 -3.356 -1.118  -0.785
O: 2.044 -2.033 -1.624  -0.508
H: 2.967 -3.819 -1.736  0.319
H: 1.273 -3.886 -1.267  0.176
H: 2.468 -3.381 -0.063  0.347
H: 1.675 -1.580 -0.833  0.599
C: 4.960 -0.643 -1.358  -0.586
O: 3.974 -0.218 -2.263  -0.694
H: 5.551 0.331 -1.267  0.286
H: 5.655 -1.385 -1.705  0.307
H: 4.430 -0.910 -0.441  0.131
H: 3.373 -0.965 -2.341  0.461
C: -2.748 -0.812 2.589  -0.001
O: -3.325 -1.756 1.703  -0.678
H: -3.477 -0.001 2.710  0.247
H: -1.938 -0.353 2.000  -0.425
H: -2.469 -1.261 3.572  0.368
H: -3.351 -1.319 0.817  0.454